Entry from the OMol25 dataset: C34H40N3O2SiZr as an isolated structure (ωB97M-V/def2-TZVPD).

Calculated values
HOMO-LUMO gap: 0.2687 Eh
Multiplicity: 1
LUMO: -3.9 eV
Total charge: +1

Geometry as XYZ:
```
81
Properties=species:S:1:pos:R:3:forces:R:3:lowdin_charge:R:1
Zr 0.377 -0.113 -0.361 0.16 -0.29 -0.22 1.79
C 3.913 2.848 0.207 0.00 -0.01 0.00 0.00
C 2.640 2.169 -0.154 0.01 -0.01 0.01 -0.24
N 2.241 1.051 0.330 -0.01 0.00 -0.08 -0.06
N 3.016 0.384 1.250 -0.04 -0.04 0.11 0.10
C 2.286 -0.538 1.819 0.10 0.00 0.08 -0.41
O 1.013 -0.695 1.553 -0.36 0.01 -0.38 -0.22
C 2.896 -1.450 2.799 0.08 0.06 0.05 -0.15
C 2.087 -2.311 3.536 -0.01 0.01 -0.02 -0.01
C 2.657 -3.175 4.456 -0.01 -0.01 0.02 -0.06
C 4.032 -3.186 4.641 0.00 0.01 -0.01 -0.07
C 4.842 -2.330 3.905 -0.01 0.00 0.00 -0.06
C 4.278 -1.461 2.988 0.03 -0.01 0.01 -0.02
C 1.686 2.770 -1.110 -0.07 0.01 -0.06 -0.21
C 1.870 4.021 -1.664 0.01 -0.05 0.02 0.02
C 0.908 4.521 -2.535 0.01 0.01 0.00 -0.01
C -0.200 3.751 -2.826 0.00 -0.02 0.00 -0.01
C -0.315 2.500 -2.238 0.02 0.00 0.01 -0.09
N 0.600 2.018 -1.397 -0.03 -0.07 -0.02 0.01
H 4.476 2.236 0.903 0.00 0.00 0.00 0.08
H 4.510 3.027 -0.689 0.00 0.00 0.00 0.10
H 3.706 3.817 0.665 0.00 0.00 0.01 0.10
H 1.018 -2.291 3.383 0.00 0.01 -0.01 0.09
H 2.027 -3.840 5.033 0.01 -0.01 0.01 0.11
H 4.477 -3.863 5.359 0.00 -0.01 0.00 0.11
H 5.914 -2.341 4.049 0.00 0.00 0.00 0.11
H 4.900 -0.792 2.410 -0.01 0.01 -0.01 0.11
H 2.748 4.602 -1.420 0.01 -0.01 0.01 0.12
H 1.035 5.500 -2.975 -0.01 0.00 -0.01 0.12
H -0.970 4.095 -3.500 0.00 0.01 -0.01 0.12
H -1.150 1.845 -2.442 -0.01 0.01 0.00 0.10
C -4.445 0.239 -2.604 0.02 0.01 -0.02 -0.08
C -4.215 -0.605 -1.345 0.08 -0.03 0.09 -0.61
C -5.388 -0.460 -0.369 0.00 0.00 0.00 -0.08
C -4.083 -2.077 -1.766 0.03 0.02 0.02 -0.08
Si -2.625 -0.096 -0.489 -0.02 -0.02 -0.10 0.50
O -1.299 -0.128 -1.485 0.25 0.13 0.33 -0.48
C -2.031 -1.314 0.826 -0.21 0.03 0.22 -0.27
C -2.328 -1.167 2.190 0.02 -0.01 0.00 -0.07
C -2.015 -2.157 3.103 0.01 0.00 0.01 -0.05
C -1.392 -3.326 2.676 0.00 0.00 -0.02 -0.07
C -1.078 -3.497 1.339 0.04 0.00 -0.01 -0.05
C -1.401 -2.502 0.424 0.11 0.08 -0.08 -0.13
C -2.595 1.620 0.297 0.00 -0.06 0.01 -0.21
C -1.545 1.904 1.180 0.10 0.07 0.04 -0.15
C -1.299 3.190 1.645 0.01 -0.02 -0.02 -0.07
C -2.120 4.233 1.243 0.01 -0.01 -0.01 -0.07
C -3.179 3.976 0.384 -0.01 0.02 -0.01 -0.06
C -3.409 2.689 -0.082 -0.03 -0.02 -0.04 -0.08
H -5.338 -0.120 -3.124 -0.01 0.00 -0.01 0.09
H -3.605 0.155 -3.296 0.00 0.01 -0.02 0.08
H -4.603 1.297 -2.387 0.00 -0.02 0.00 0.06
H -6.311 -0.800 -0.846 -0.01 0.00 0.00 0.09
H -5.540 0.573 -0.053 0.00 0.02 0.00 0.07
H -5.241 -1.069 0.527 0.00 0.00 0.01 0.08
H -4.984 -2.385 -2.302 -0.01 0.00 -0.01 0.09
H -3.968 -2.737 -0.905 0.00 -0.01 0.01 0.08
H -3.232 -2.230 -2.434 0.00 -0.01 -0.01 0.08
H -2.818 -0.263 2.537 -0.01 0.00 0.00 0.11
H -2.258 -2.028 4.149 -0.01 0.01 0.00 0.11
H -1.154 -4.102 3.393 0.01 -0.01 -0.01 0.11
H -0.594 -4.405 1.001 0.01 -0.01 0.01 0.12
H -1.179 -2.669 -0.628 -0.05 0.00 0.00 0.10
H -0.906 1.109 1.572 -0.11 0.00 0.07 0.07
H -0.481 3.369 2.332 0.00 0.00 0.01 0.11
H -1.946 5.237 1.606 0.01 0.00 0.01 0.11
H -3.834 4.781 0.077 0.00 0.01 0.00 0.11
H -4.242 2.527 -0.753 0.01 -0.01 0.02 0.09
C 2.455 -0.339 -3.403 -0.01 0.01 -0.01 -0.08
C 2.841 -1.231 -2.225 0.03 0.00 0.00 -0.52
C 3.578 -2.474 -2.722 0.01 -0.01 0.00 -0.08
C 1.611 -1.622 -1.396 -0.19 0.24 0.07 -0.27
H 3.315 -0.138 -4.044 0.00 0.01 0.00 0.08
H 2.055 0.624 -3.077 -0.01 0.00 0.00 0.05
H 1.689 -0.822 -4.016 0.02 -0.02 0.00 0.09
H 3.529 -0.674 -1.577 -0.01 -0.01 -0.02 0.11
H 2.941 -3.052 -3.396 -0.01 0.00 0.00 0.09
H 3.861 -3.121 -1.891 0.01 0.00 0.00 0.08
H 4.484 -2.204 -3.266 0.01 0.00 -0.01 0.08
H 1.907 -2.293 -0.576 -0.02 -0.01 -0.02 0.07
H 0.900 -2.182 -2.023 0.06 -0.02 -0.02 0.07
```
Positions in Å, forces in eV/Å.

---

Entry from the OMol25 dataset: C34H40N4O3OsS2Si as an isolated structure in a non-equilibrium geometry (ωB97M-V/def2-TZVPD).

Calculated values
HOMO-LUMO gap (alpha / beta): 0.2389 / 0.2026 Eh
Multiplicity: 5
LUMO (alpha / beta): -6.7 / -8.0 eV
Total charge: +2
Expectation value of S²: 6.058

Geometry as XYZ:
```
85
Properties=species:S:1:pos:R:3:forces:R:3:lowdin_spin:R:1
Os 0.453 -0.273 -1.978 1.44 -0.29 0.74 2.65
S -4.010 4.936 -4.854 0.79 -0.80 0.33 0.00
N -4.173 3.357 -4.609 -0.53 -0.61 0.04 0.00
C -3.001 2.843 -4.259 -0.03 1.37 -0.29 0.00
C -2.728 1.472 -3.959 0.41 -0.66 0.24 0.00
C -3.718 0.480 -3.959 0.38 -0.08 0.05 0.03
C -3.346 -0.830 -3.732 0.15 0.19 -0.12 0.00
C -2.009 -1.118 -3.484 -0.14 -0.39 -0.04 0.05
N -1.069 -0.172 -3.375 -0.35 0.26 -0.33 0.05
C -1.402 1.126 -3.621 -0.96 0.13 -0.31 0.02
C -0.371 2.144 -3.525 0.13 1.01 -0.23 0.01
N 0.853 1.770 -3.103 -0.48 -0.57 0.15 0.12
C 1.828 2.656 -3.039 0.36 0.14 0.09 0.02
C 1.662 3.997 -3.386 -0.26 -0.15 -0.11 0.01
C 0.416 4.418 -3.799 0.05 -0.24 0.09 0.00
C -0.633 3.491 -3.862 0.53 -0.54 0.27 0.00
C -1.974 3.833 -4.220 -1.31 0.09 -0.31 0.00
N -2.439 5.037 -4.527 0.63 0.50 -0.03 0.00
H -4.742 0.764 -4.145 -0.10 -0.01 -0.07 0.00
H -4.069 -1.630 -3.757 0.00 -0.09 -0.03 0.00
H -1.672 -2.144 -3.378 -0.01 0.09 0.15 0.00
H 2.787 2.289 -2.705 0.06 0.00 0.12 0.00
H 2.497 4.677 -3.318 0.04 0.01 -0.02 0.00
H 0.224 5.444 -4.075 -0.02 0.12 0.01 0.00
C -3.330 -0.110 3.356 0.17 0.15 -0.18 0.00
C -3.021 0.569 2.029 -0.59 -0.14 -0.09 0.00
C -3.926 1.777 1.798 0.30 -0.19 0.06 0.00
C -3.138 -0.415 0.867 0.15 0.20 0.14 0.00
O -1.672 1.080 2.074 0.22 0.38 0.14 0.01
Si -0.208 0.488 2.215 -0.12 -0.51 -0.31 0.05
S 0.609 0.452 0.081 0.08 -0.10 -1.32 0.50
O -0.181 -1.043 2.642 -0.31 0.56 0.22 0.03
C 0.697 -2.176 2.610 0.37 -0.80 0.10 0.00
C 0.807 -2.706 4.038 -0.13 0.23 -0.34 0.00
C 0.009 -3.192 1.699 0.10 0.36 0.29 0.00
C 2.075 -1.810 2.066 -0.28 0.07 -0.08 0.00
O 0.925 1.505 2.608 -0.01 -0.21 0.02 0.02
C 1.290 2.497 3.585 0.36 0.45 0.41 0.00
C 1.954 3.619 2.789 -0.17 -0.27 0.14 0.00
C 0.039 2.980 4.304 0.19 -0.11 -0.27 0.00
C 2.278 1.827 4.535 -0.21 0.14 -0.27 0.00
H -4.332 -0.527 3.346 -0.13 -0.07 -0.01 0.00
H -3.264 0.607 4.168 -0.02 0.13 0.13 0.00
H -2.613 -0.905 3.539 0.03 -0.19 0.04 0.00
H -4.967 1.468 1.777 -0.10 -0.05 0.00 0.00
H -3.682 2.256 0.853 0.02 0.05 -0.13 0.00
H -3.796 2.504 2.594 0.01 0.08 0.11 0.00
H -4.171 -0.727 0.747 -0.13 -0.08 0.00 0.00
H -2.524 -1.292 1.049 0.10 -0.21 0.02 0.00
H -2.810 0.057 -0.060 0.01 0.09 -0.10 0.00
H -0.185 -2.913 4.432 -0.07 -0.05 0.07 0.00
H 1.293 -1.974 4.677 0.07 0.06 0.09 0.00
H 1.390 -3.623 4.046 0.05 -0.09 0.04 0.00
H -0.947 -3.489 2.123 -0.12 -0.04 0.04 0.00
H 0.633 -4.072 1.582 0.05 -0.09 -0.03 0.00
H -0.157 -2.738 0.721 0.00 -0.06 0.02 0.00
H 2.509 -0.992 2.634 0.08 0.13 0.09 0.00
H 2.014 -1.518 1.015 0.11 -0.11 0.09 0.00
H 2.736 -2.667 2.145 0.07 -0.12 0.01 0.00
H 1.223 4.106 2.147 -0.08 0.08 -0.05 0.00
H 2.747 3.214 2.164 0.10 -0.03 0.01 0.00
H 2.378 4.355 3.462 0.05 0.14 0.09 0.00
H -0.655 3.409 3.584 -0.09 0.08 0.00 0.00
H 0.297 3.734 5.042 0.00 0.06 0.08 0.00
H -0.450 2.148 4.807 -0.07 -0.07 0.15 0.00
H 3.129 1.446 3.974 0.08 -0.02 0.00 0.00
H 1.798 1.002 5.057 -0.04 -0.10 0.09 0.00
H 2.636 2.542 5.269 0.05 0.07 0.11 0.00
C 2.188 -5.557 -0.689 0.29 0.15 -0.08 0.00
C 0.922 -5.003 -0.904 -0.15 0.30 -0.23 0.03
C 0.796 -3.748 -1.454 0.09 -0.01 -0.02 0.01
C 1.928 -3.014 -1.857 -0.13 -0.56 0.28 0.03
C 1.839 -1.699 -2.390 -0.61 0.64 -0.10 0.04
C 2.945 -1.150 -3.030 -0.09 0.36 -0.05 0.12
C 4.173 -1.813 -3.035 0.13 -0.21 0.12 0.00
C 4.311 -3.019 -2.386 0.06 0.29 -0.20 0.12
C 3.205 -3.645 -1.781 -0.60 0.14 0.16 0.00
C 3.307 -4.892 -1.129 -0.12 -0.10 -0.01 0.03
H 2.277 -6.513 -0.194 0.04 -0.07 -0.03 0.00
H 0.043 -5.565 -0.633 -0.13 -0.03 0.08 0.00
H -0.183 -3.309 -1.623 -0.04 -0.08 0.11 0.01
H 2.883 -0.183 -3.519 -0.03 0.02 0.03 0.01
H 5.017 -1.358 -3.527 0.08 0.02 -0.08 0.00
H 5.262 -3.527 -2.377 0.18 -0.01 0.06 0.01
H 4.285 -5.324 -0.995 0.14 -0.11 -0.05 0.00
```
Positions in Å, forces in eV/Å.